(1)
Computed, not measured: a structure of composition C46H43F5N10O2S3TeTi, with ωB97M-V/def2-TZVPD.

Values from the calculation:
HOMO ... -14.14 eV
Total charge ... +2
Kohn-Sham gap ... 7.938 eV

Atoms and positions in Å:
Ti -0.290 -0.043 0.083
N 1.370 -0.517 0.985
S 2.277 0.013 2.029
N 1.629 0.636 3.389
S 1.373 2.070 3.923
N 0.501 3.075 3.114
S -0.750 2.476 2.249
N -0.373 1.508 1.209
C -1.871 1.808 3.453
C -2.692 2.655 4.189
C -3.505 2.107 5.167
C -3.495 0.736 5.396
C -2.671 -0.094 4.650
C -1.846 0.438 3.670
C -1.499 3.953 1.675
C -1.261 5.194 2.252
C -1.942 6.290 1.747
C -2.838 6.132 0.696
C -3.059 4.882 0.133
C -2.385 3.774 0.620
C 2.809 3.013 4.344
C 3.031 4.267 3.802
C 4.141 4.981 4.235
C 4.994 4.443 5.185
C 4.751 3.182 5.722
C 3.647 2.460 5.309
C 0.647 1.737 5.501
C 0.559 0.447 5.998
C 0.006 0.267 7.259
C -0.443 1.360 7.986
C -0.349 2.646 7.465
C 0.200 2.846 6.212
C 3.236 -1.300 2.713
C 3.439 -2.402 1.892
C 4.205 -3.455 2.369
C 4.754 -3.395 3.642
C 4.541 -2.286 4.452
C 3.777 -1.227 3.990
C 3.419 1.228 1.415
C 2.879 2.245 0.634
C 3.722 3.233 0.154
C 5.077 3.203 0.458
C 5.599 2.182 1.239
C 4.772 1.180 1.726
H -2.715 3.719 3.997
H -4.157 2.750 5.742
H -4.140 0.314 6.156
H -2.671 -1.162 4.827
H -1.199 -0.200 3.088
H -0.556 5.301 3.064
H -1.773 7.270 2.173
H -3.363 6.994 0.308
H -3.748 4.770 -0.694
H -2.524 2.795 0.178
H 2.351 4.676 3.071
H 4.330 5.967 3.831
H 5.849 5.012 5.523
H 5.409 2.775 6.477
H 3.424 1.500 5.757
H 0.905 -0.393 5.412
H -0.074 -0.730 7.670
H -0.871 1.211 8.968
H -0.700 3.493 8.039
H 0.285 3.842 5.797
H 2.995 -2.431 0.907
H 4.372 -4.322 1.745
H 5.349 -4.220 4.010
H 4.966 -2.249 5.445
H 3.597 -0.364 4.615
H 1.823 2.265 0.398
H 3.316 4.026 -0.462
H 5.732 3.976 0.078
H 6.657 2.157 1.465
H 5.182 0.374 2.320
N -1.894 -3.299 0.243
C -2.280 -2.074 0.578
N -3.546 -1.695 0.452
O -1.433 -1.259 1.100
H -2.488 -3.901 -0.305
H -0.906 -3.485 0.226
H -4.191 -2.224 -0.112
H -3.734 -0.710 0.558
N -0.404 3.195 -1.694
C -0.821 2.414 -2.422
C -1.400 1.448 -3.360
C -0.738 1.613 -4.652
N -0.139 1.772 -5.616
C -2.845 1.657 -3.402
N -3.974 1.847 -3.342
C 4.601 0.843 -2.221
C 3.342 0.393 -2.973
C 3.154 1.205 -4.261
C 3.406 -1.115 -3.268
C 2.168 0.632 -2.113
N 1.199 0.780 -1.517
H 5.462 0.643 -2.859
H 4.729 0.291 -1.289
H 4.575 1.908 -2.002
H 4.012 1.021 -4.908
H 3.101 2.273 -4.054
H 2.251 0.903 -4.792
H 4.383 -1.335 -3.696
H 2.635 -1.414 -3.976
H 3.288 -1.706 -2.358
F 0.387 -0.827 -3.905
Te -1.210 -0.812 -2.935
F -2.075 -0.717 -4.600
F -2.942 -1.021 -2.274
F -1.820 0.686 -0.747
F -1.286 -2.645 -3.241
O -0.341 -1.298 -1.337

Forces on the atoms, in the same order (eV/Å):
Ti 0.434 0.268 0.458
N 0.005 -0.048 0.127
S -0.104 0.066 0.063
N 0.187 0.056 -0.077
S -0.174 -0.176 -0.012
N 0.144 0.012 -0.052
S 0.159 -0.124 -0.015
N -0.349 0.319 0.359
C -0.100 0.047 -0.026
C -0.025 -0.029 -0.011
C 0.000 -0.005 -0.009
C 0.004 0.006 -0.012
C -0.022 0.005 -0.024
C -0.024 0.006 0.017
C 0.022 0.044 -0.046
C 0.016 0.005 -0.031
C 0.002 0.004 0.005
C 0.000 0.009 -0.003
C 0.007 -0.013 0.000
C -0.038 0.034 0.018
C 0.041 -0.119 -0.047
C 0.024 -0.002 -0.085
C -0.014 0.017 -0.074
C 0.035 0.005 0.016
C -0.004 -0.008 -0.018
C 0.001 -0.028 -0.031
C -0.031 -0.009 0.049
C 0.014 0.017 0.061
C 0.021 0.008 -0.008
C 0.001 0.003 0.002
C -0.001 -0.008 0.013
C 0.025 -0.043 0.041
C 0.071 -0.035 0.001
C 0.051 0.024 0.012
C -0.009 0.007 -0.012
C 0.011 0.000 0.008
C -0.003 -0.004 0.006
C -0.013 -0.017 -0.013
C -0.047 0.084 0.087
C -0.039 0.066 0.053
C -0.012 0.086 0.087
C 0.025 0.040 0.054
C 0.030 -0.017 0.005
C 0.018 -0.007 0.014
H 0.015 0.001 -0.006
H -0.004 0.001 0.001
H -0.004 -0.001 0.002
H 0.007 -0.003 0.009
H 0.018 0.017 0.002
H -0.010 -0.008 0.007
H 0.002 0.000 0.000
H 0.000 0.001 0.002
H -0.002 -0.001 0.006
H 0.013 -0.011 0.000
H -0.026 0.009 -0.054
H -0.005 -0.012 0.005
H -0.001 -0.005 -0.008
H -0.002 0.000 -0.003
H -0.010 0.011 0.007
H -0.001 0.009 0.008
H 0.001 -0.003 0.004
H 0.002 0.000 0.004
H -0.003 0.001 0.003
H -0.003 -0.001 -0.012
H -0.009 0.001 -0.004
H -0.003 -0.001 0.000
H 0.001 0.000 -0.002
H -0.001 -0.001 0.000
H 0.003 -0.003 -0.022
H 0.023 0.001 0.038
H -0.004 -0.006 0.006
H -0.001 -0.008 0.001
H -0.007 -0.004 0.001
H -0.003 0.009 0.010
N -0.028 -0.013 -0.062
C -0.042 0.108 0.091
N -0.018 0.014 0.005
O 0.028 -0.212 -0.074
H -0.008 -0.014 0.030
H 0.004 0.008 -0.001
H -0.011 -0.015 0.030
H 0.011 0.006 -0.015
N 0.053 0.117 -0.161
C -0.078 -0.122 0.182
C 0.114 0.025 0.232
C -0.001 -0.028 -0.063
N -0.035 0.032 0.002
C -0.033 -0.033 0.056
N 0.013 0.021 -0.032
C 0.021 -0.010 -0.038
C -0.039 0.048 0.134
C 0.015 -0.029 -0.032
C -0.008 -0.033 -0.032
C -0.131 -0.029 -0.428
N 0.115 -0.051 0.515
H 0.007 0.007 0.011
H -0.003 0.004 0.026
H 0.002 -0.024 -0.032
H -0.006 0.004 -0.005
H 0.004 0.007 0.001
H 0.031 0.003 0.007
H -0.013 -0.008 -0.033
H 0.029 0.012 0.051
H 0.049 0.004 0.013
F 0.192 0.160 0.139
Te -0.424 -1.171 -0.831
F 0.081 -0.005 -0.007
F -0.026 0.123 0.238
F 0.152 0.076 -0.105
F 0.071 0.065 0.010
O -0.413 0.414 -0.769

Here are the Löwdin charges for atoms 1 to 4, given in e: atom 1 (Ti): 0.975, atom 2 (N): -0.338, atom 3 (S): 0.860, atom 4 (N): -0.346

***

(2)
Computed, not measured: an isolated molecule of C9H11NS2, with ωB97M-V/def2-TZVPD.

Values from the calculation:
HOMO ... -8.62 eV
Kohn-Sham gap ... 8.997 eV
SMILES ... CCN(C(=S)S)c1ccccc1

Atoms and positions in Å:
C -2.886 0.217 1.216
C -2.546 -0.600 0.169
C -2.046 1.123 1.794
C -1.260 -0.422 -0.403
C -0.739 1.142 1.375
C -0.301 0.301 0.323
C 1.327 1.016 -1.498
C 1.855 -1.923 -0.240
C 2.103 -0.515 0.243
N 1.064 0.374 -0.123
S 2.728 1.022 -2.216
S -0.095 1.906 -1.856
H -3.944 0.223 1.591
H -3.299 -1.296 -0.271
H -2.401 1.644 2.560
H -0.832 -0.730 -1.364
H -0.054 1.815 1.887
H 2.107 -1.916 -1.261
H 2.657 -2.625 0.170
H 0.886 -2.303 -0.121
H 2.241 -0.469 1.349
H 2.922 -0.068 -0.206
H 0.513 2.086 -3.120

Forces on the atoms, in the same order (eV/Å):
C -2.815 -0.387 0.521
C 0.540 -0.353 -1.975
C 1.710 -2.303 -2.706
C 0.591 -0.316 1.034
C 1.189 -0.148 0.058
C -0.470 0.939 0.325
C -2.410 -1.348 5.551
C 3.233 -0.598 0.788
C -1.603 -1.192 2.929
N -0.302 2.331 -3.955
S 1.667 -0.067 -1.432
S 0.518 0.838 -2.928
H 1.079 -0.356 -0.384
H 0.787 0.786 0.279
H -1.119 2.533 3.052
H -0.928 -0.820 0.344
H 0.181 -0.249 -0.287
H -0.069 -0.090 -1.715
H -1.281 0.721 -0.095
H -1.340 -0.469 0.541
H -0.089 -0.085 -0.587
H 2.078 0.221 -0.536
H -1.146 0.412 1.181

Here are the natural (NBO) charges for atoms 1 to 4, given in e: atom 1 (C): -0.192, atom 2 (C): -0.221, atom 3 (C): -0.223, atom 4 (C): -0.198

***

(3)
Computed, not measured: a structure of composition C22H51AlBrN4O9, with ωB97M-V/def2-TZVPD.

Values from the calculation:
HOMO ... -7.80 eV
Total charge ... +1
Kohn-Sham gap ... 1.978 eV

Atoms and positions in Å:
C -4.989 0.214 -0.895
C -5.688 1.146 0.094
C -5.238 0.912 1.493
O -3.768 1.115 1.662
C -3.209 -0.203 1.971
C -1.711 -0.411 2.252
C -1.550 -1.952 2.344
C -2.468 -2.634 3.310
N -2.696 -3.862 3.227
N -1.357 0.132 3.545
C -0.131 0.855 3.462
O 0.298 1.609 4.277
C 0.531 0.426 2.139
C 1.709 -0.527 2.320
O 1.896 -0.888 3.635
O 3.051 -1.696 3.751
C -0.569 -0.023 1.180
C -0.747 1.060 0.162
N 0.472 1.261 -0.612
C 1.184 0.008 -0.832
H -5.385 0.366 -1.882
H -5.140 -0.814 -0.590
H -3.934 0.469 -0.919
H -5.596 2.170 -0.224
H -6.751 0.913 0.024
H -5.528 -0.087 1.764
H -5.717 1.629 2.144
H -3.488 -0.933 1.222
H -3.716 -0.467 2.884
H -0.517 -2.172 2.605
H -1.813 -2.341 1.368
H -2.949 -2.051 4.092
H -3.338 -4.154 3.955
H -1.118 -0.567 4.240
H 1.021 1.337 1.821
H 2.574 -0.034 1.902
H 1.572 -1.432 1.636
H 2.995 -2.396 3.084
H -0.264 -0.979 0.785
H -1.583 0.899 -0.510
H -0.965 1.964 0.691
H 1.058 1.994 -0.252
H 1.802 -0.201 0.048
H 0.514 -0.818 -1.000
H 1.897 0.090 -1.635
Al 1.297 -3.042 0.576
C -1.638 5.462 2.074
O -1.801 4.919 0.750
H -1.276 4.667 2.719
H -0.909 6.272 2.054
H -2.590 5.830 2.455
H -2.119 5.631 0.180
C 3.625 -1.423 -4.364
C 3.036 -0.713 -5.584
C 1.590 -0.310 -5.296
C 0.833 -1.506 -4.958
N 0.271 -2.422 -4.538
H 3.076 -2.347 -4.160
H 4.664 -1.693 -4.536
H 3.592 -0.800 -3.473
H 3.090 -1.372 -6.452
H 3.617 0.177 -5.831
H 1.126 0.201 -6.139
H 1.561 0.364 -4.438
O -1.193 1.305 7.242
H -0.920 0.396 7.401
H -0.705 1.568 6.453
C -7.248 1.964 -2.738
O -8.023 2.019 -1.660
H -6.179 2.309 -2.602
H -7.105 0.955 -3.201
H -7.553 2.573 -3.622
C 7.123 0.354 -3.000
C 6.236 0.203 -1.744
C 7.092 -0.439 -0.625
O 5.201 -0.617 -2.029
H 7.492 -0.612 -3.346
H 6.566 0.822 -3.812
H 7.990 0.987 -2.784
H 6.001 1.231 -1.402
H 7.460 -1.422 -0.921
H 6.511 -0.548 0.291
H 7.959 0.190 -0.399
Br -3.373 3.032 0.968
O 3.587 -5.616 -1.289
H 3.300 -6.395 -0.757
H 3.646 -5.836 -2.251
H 4.440 -5.242 -0.950

Forces on the atoms, in the same order (eV/Å):
C 0.046 0.615 0.506
C 0.209 -0.736 -0.854
C -0.548 1.072 -0.336
O -1.154 -2.366 0.348
C 0.920 0.328 -0.077
C 0.127 -0.870 -0.626
C -1.060 0.432 -0.193
C -0.163 0.234 0.598
N 0.140 -0.700 -0.389
N 0.990 1.137 0.422
C -0.551 -0.884 -0.679
O 0.121 -0.049 0.123
C 0.703 1.036 0.453
C 0.258 0.594 -0.174
O -0.712 -0.733 0.049
O 0.741 0.323 0.303
C -0.594 0.327 2.812
C 0.097 0.145 -0.627
N -0.638 -0.914 -0.560
C 0.986 1.219 0.245
H -0.169 -0.110 -0.376
H 0.109 -0.380 -0.081
H 0.372 -0.246 -0.113
H -0.060 0.367 -0.025
H -0.438 0.328 0.116
H 0.307 -0.494 0.458
H 0.040 0.102 0.454
H -0.298 0.197 -0.604
H -0.147 -0.170 0.409
H 0.270 -0.093 0.060
H 0.289 -0.441 -0.334
H 0.100 0.381 0.144
H -0.104 -0.201 0.091
H -0.766 -0.130 0.371
H -0.089 0.269 -0.500
H 0.726 -0.195 0.057
H -0.032 0.350 0.765
H -0.347 -0.037 -0.040
H -0.198 -0.156 -0.628
H -0.242 -0.279 -0.138
H -0.197 0.650 0.227
H 0.180 0.022 0.030
H 0.230 -0.506 -0.088
H -0.414 -0.175 -0.548
H 0.132 -0.036 -0.505
Al -0.130 -0.171 -0.644
C -0.063 0.122 -0.097
O -0.035 0.382 0.047
H -0.010 -0.067 -0.069
H 0.027 -0.011 0.020
H 0.018 0.002 0.062
H 0.012 -0.063 -0.071
C 0.008 -0.077 -0.381
C 0.306 -0.230 0.267
C 0.218 0.049 -0.527
C -0.829 -0.440 0.833
N 0.351 0.373 -0.357
H -0.041 -0.005 -0.067
H 0.071 0.097 0.114
H 0.195 0.037 0.040
H -0.156 0.071 -0.058
H -0.038 0.033 0.085
H -0.051 -0.030 -0.006
H -0.083 -0.001 0.038
O -0.007 -0.138 -0.152
H 0.022 0.049 0.121
H 0.030 0.096 -0.044
C 0.533 -0.654 -0.816
O 0.211 0.013 0.105
H -0.126 0.319 0.309
H -0.237 -0.067 0.245
H -0.222 0.340 0.349
C 0.252 0.352 0.130
C 0.915 -0.850 -0.203
C 0.350 0.411 0.204
O -1.001 -0.008 0.358
H -0.104 -0.108 0.077
H -0.096 -0.027 0.014
H -0.008 0.014 -0.027
H -0.412 -0.078 0.033
H -0.107 -0.038 -0.168
H -0.134 -0.001 -0.012
H 0.005 -0.018 0.034
Br 1.004 0.937 -0.127
O 0.071 -0.176 -0.033
H 0.125 0.068 -0.148
H 0.019 0.114 0.084
H -0.024 0.156 -0.104

Here are the Löwdin charges for atoms 1 to 4, given in e: atom 1 (C): -0.077, atom 2 (C): -0.287, atom 3 (C): -0.210, atom 4 (O): -0.501

***

(4)
Computed, not measured: the ion C4H9N2O with charge +1, with ωB97M-V/def2-TZVPD.

Values from the calculation:
HOMO (alpha / beta) ... -10.94 / -15.03 eV
Total charge ... +1
Kohn-Sham gap (alpha / beta) ... 7.682 / 6.795 eV
2S+1 ... 3

Atoms and positions in Å:
C 1.035 -0.343 1.324
C -0.131 -0.887 0.702
C 0.041 -0.977 -0.844
C -0.879 1.388 -0.292
N 1.803 0.375 0.663
N -0.992 -0.115 -0.168
O -0.281 -2.006 -1.595
H 1.121 -0.606 2.281
H -0.559 -1.736 1.214
H 0.748 -0.297 -1.284
H 0.085 1.637 -0.135
H -1.147 1.703 -1.266
H -1.409 1.822 0.568
H 2.657 0.602 1.233
H -1.929 -0.631 -0.342
H -0.526 -2.750 -1.012

Forces on the atoms, in the same order (eV/Å):
C -9.253 -6.205 3.445
C 2.110 -0.962 0.479
C 0.724 1.569 0.445
C -2.784 -1.455 1.442
N 9.610 7.495 -5.586
N -3.165 -0.409 -2.086
O -0.889 -1.331 0.232
H 0.865 -1.311 3.796
H -0.533 0.120 0.006
H 0.483 -0.201 0.011
H 3.384 0.504 0.324
H -0.797 0.257 -0.757
H -0.383 -0.030 -0.727
H -0.875 0.239 -0.926
H 1.474 1.781 0.551
H 0.030 -0.059 -0.650

Here are the natural (NBO) charges for atoms 1 to 4, given in e: atom 1 (C): 0.013, atom 2 (C): -0.155, atom 3 (C): 0.285, atom 4 (C): -0.401

***

How do the records compare in maximum force? In the order shown, they have 1.50 6.20 2.89 13.41 eV Å⁻¹.